Molecular formula: C49H100F16N9NaO16S8
Method: DFT, ωB97M-V with the def2-TZVPD basis set

Results
- E_tot (Eh) = -8568.5654
- frontier orbital gap (eV) = 8.56
- ΔE to the lowest compared entry with this formula, charge and spin (kcal/mol) = 0.0
- charge = +2
- LUMO (eV) = -3.603

Each line ends with the Löwdin charge.
Positions of all 199 atoms, in Å:
Na: 0.825626 -2.210917 -3.160621  0.39
C: -2.198267 5.764682 -1.026284  -0.09
C: -3.736710 5.946532 -0.897945  -0.19
C: -4.478005 4.668511 -1.332879  -0.12
N: -5.980968 4.909290 -1.335641  -0.23
C: -6.617700 5.434484 -0.017135  -0.09
C: -6.605824 4.463538 1.115998  -0.14
C: -7.222307 3.044193 0.818429  -0.14
C: -6.688017 2.443130 -0.508406  -0.15
C: -6.611048 3.471180 -1.705506  -0.05
C: -6.300667 5.766043 -2.544856  0.01
H: -1.673253 6.717854 -1.088892  0.09
H: -2.022935 5.514621 -2.072621  0.06
H: -1.842527 4.966363 -0.374947  0.04
H: -4.047615 6.744568 -1.572165  0.10
H: -3.890075 6.227326 0.144043  0.11
H: -4.233466 3.830998 -0.679513  0.11
H: -4.235329 4.383407 -2.356560  0.12
H: -6.143905 6.399246 0.164100  0.13
H: -7.647434 5.675119 -0.281420  0.13
H: -5.687898 4.488635 1.703277  0.11
H: -7.390805 4.896656 1.735926  0.12
H: -7.062799 2.340758 1.635647  0.11
H: -8.294743 3.160386 0.661948  0.11
H: -5.687296 2.031052 -0.378572  0.10
H: -7.410457 1.712838 -0.872896  0.11
H: -6.097662 3.080876 -2.584248  0.13
H: -7.620322 3.740852 -2.016545  0.12
H: -5.988390 5.261527 -3.459213  0.11
H: -5.966422 6.790840 -2.383088  0.11
H: -7.388979 5.724810 -2.589528  0.10
C: 8.126647 -5.476936 -2.343313  -0.09
C: 7.713041 -5.993821 -0.988293  -0.22
C: 6.569877 -5.057241 -0.415075  -0.07
N: 5.989623 -5.510262 0.970778  -0.24
C: 5.761909 -7.047691 1.133412  -0.08
C: 4.582697 -7.460483 0.251701  -0.15
C: 3.264501 -6.714908 0.489364  -0.14
C: 3.406192 -5.152854 0.605103  -0.17
C: 4.682191 -4.659914 1.312771  -0.07
C: 7.018162 -5.173951 1.970752  -0.02
H: 7.274528 -5.336383 -3.008330  0.07
H: 8.839683 -6.091638 -2.892692  0.09
H: 8.579347 -4.490398 -2.243842  0.09
H: 8.610630 -6.060915 -0.373531  0.11
H: 7.359805 -7.022284 -1.063052  0.10
H: 5.715496 -5.123309 -1.088702  0.12
H: 6.914743 -4.027383 -0.322540  0.14
H: 6.589296 -7.621554 0.716029  0.12
H: 5.642263 -7.175468 2.209267  0.14
H: 4.930314 -7.480701 -0.781180  0.12
H: 4.315335 -8.487371 0.500957  0.13
H: 2.498565 -6.897331 -0.264404  0.11
H: 2.774346 -7.061668 1.399091  0.11
H: 3.517321 -4.715210 -0.386970  0.08
H: 2.493883 -4.671319 0.957106  0.11
H: 5.013790 -3.622025 1.343560  0.13
H: 4.311465 -4.794209 2.328949  0.12
H: 6.527932 -5.378882 2.922468  0.11
H: 7.306081 -4.124907 1.902052  0.11
H: 7.781282 -5.891644 1.669646  0.10
C: -3.782532 -7.411565 0.000556  -0.07
C: -4.654109 -6.145248 -0.218678  -0.23
C: -4.089734 -4.957846 0.475655  -0.15
N: -4.735520 -3.637578 0.106456  -0.24
C: -6.159518 -3.718551 0.681950  -0.08
C: -6.905839 -2.330081 0.795826  -0.16
C: -6.047622 -1.334119 1.585632  -0.17
C: -4.646597 -1.097011 0.900485  -0.10
C: -3.894252 -2.540810 0.819361  -0.06
C: -4.743369 -3.371734 -1.397847  0.06
H: -4.279666 -8.315169 -0.352231  0.08
H: -3.511982 -7.609738 1.037681  0.08
H: -2.854802 -7.396962 -0.571458  0.06
H: -5.585202 -6.352057 0.308951  0.10
H: -4.878136 -6.189785 -1.284474  0.12
H: -3.094185 -4.872209 0.040176  0.11
H: -4.095957 -5.037027 1.562752  0.14
H: -6.157565 -4.176321 1.671158  0.14
H: -6.605612 -4.403641 -0.038989  0.12
H: -7.921875 -2.450534 1.171679  0.12
H: -7.200135 -1.991307 -0.197503  0.11
H: -6.171626 -1.577780 2.640791  0.12
H: -6.593988 -0.392006 1.540810  0.09
H: -3.975605 -0.460721 1.477548  0.11
H: -4.670596 -0.741269 -0.129548  0.09
H: -3.610337 -2.842972 1.827431  0.13
H: -2.974283 -2.469345 0.239153  0.09
H: -3.719888 -3.256769 -1.754749  0.10
H: -5.156023 -2.370193 -1.519229  0.10
H: -5.306821 -4.137720 -1.930649  0.11
C: -0.849607 -1.216368 4.615776  -0.08
C: 0.219771 -0.153488 4.459180  -0.26
C: -0.051381 1.024128 5.323829  -0.10
N: 1.144513 2.020104 5.501687  -0.24
C: 1.711969 2.393197 4.158204  -0.09
C: 2.625034 3.597387 4.076296  -0.14
C: 2.155747 4.802895 4.888856  -0.16
C: 1.761639 4.389030 6.334714  -0.15
C: 0.713233 3.267072 6.319770  -0.09
C: 2.190861 1.309443 6.419729  0.04
H: -0.871472 -1.675724 5.604009  0.08
H: -0.562177 -1.984603 3.897928  0.08
H: -1.830398 -0.790170 4.404815  0.09
H: 0.155148 0.108282 3.403060  0.10
H: 1.166513 -0.681103 4.574958  0.11
H: -0.351900 0.755500 6.336564  0.14
H: -0.793221 1.687048 4.878514  0.12
H: 0.739615 2.537664 3.687285  0.11
H: 2.195749 1.443875 3.928344  0.13
H: 2.659344 3.874270 3.022607  0.12
H: 3.643472 3.400182 4.410966  0.12
H: 1.297234 5.314803 4.454109  0.10
H: 2.948744 5.549237 4.841597  0.12
H: 1.440258 5.167089 7.027130  0.12
H: 2.658992 4.184431 6.918676  0.11
H: -0.183002 3.625256 5.813249  0.12
H: 0.429753 2.982117 7.332950  0.13
H: 1.802850 1.075309 7.411054  0.11
H: 3.075851 1.944015 6.466992  0.10
H: 2.378611 0.354036 5.929784  0.09
C: 6.615768 5.201473 -0.138643  -0.06
C: 5.527092 4.117188 -0.600605  -0.21
C: 4.678697 4.514147 -1.777883  -0.11
N: 3.444389 3.576074 -2.041580  -0.20
C: 2.941442 3.818598 -3.494410  -0.09
C: 2.272730 5.171018 -3.696943  -0.15
C: 1.223416 5.491676 -2.628138  -0.20
C: 1.698953 5.336603 -1.183780  -0.12
C: 2.335351 3.921191 -1.007625  -0.07
C: 3.818220 2.086281 -1.975776  0.02
H: 7.060934 4.959473 0.826430  0.07
H: 6.164009 6.187594 -0.031001  0.07
H: 7.370938 5.312319 -0.916802  0.07
H: 4.929653 3.819025 0.260949  0.09
H: 6.026825 3.172830 -0.816377  0.10
H: 5.247139 4.493503 -2.707696  0.14
H: 4.250397 5.512932 -1.693781  0.11
H: 3.815818 3.752655 -4.141896  0.14
H: 2.214632 3.062898 -3.792350  0.13
H: 3.036070 5.948778 -3.674311  0.11
H: 1.795456 5.148990 -4.676648  0.13
H: 0.757411 6.468750 -2.755682  0.12
H: 0.302905 4.953704 -2.854695  0.09
H: 2.388191 6.162431 -1.007565  0.11
H: 0.833457 5.494398 -0.540261  0.11
H: 2.716853 3.767636 0.001821  0.12
H: 1.617992 3.102514 -1.064803  0.11
H: 4.072435 1.818607 -0.950192  0.10
H: 4.672567 1.884206 -2.621811  0.11
H: 2.879053 1.604127 -2.247053  0.09
N: -1.522503 3.881259 3.341345  -0.25
S: -1.530520 3.415044 1.945314  0.41
O: -0.324064 3.538634 1.130312  -0.30
O: -2.776602 3.447161 1.146786  -0.31
F: -1.465225 1.817868 2.235511  -0.21
S: -2.010950 5.443362 2.958146  0.56
O: -3.422353 5.681529 3.123017  -0.26
O: -1.367257 6.213673 1.936520  -0.25
F: -1.324315 6.095668 4.279680  -0.21
N: 3.056622 -2.059152 -3.781742  -0.28
S: 3.477896 -1.036899 -4.840657  0.42
O: 4.447173 -1.355353 -5.870189  -0.24
O: 3.381900 0.360989 -4.478367  -0.29
F: 2.196543 -1.329281 -5.718723  -0.19
S: 4.645150 -2.245351 -3.234801  0.63
O: 5.452965 -1.021338 -2.911149  -0.30
O: 5.404219 -3.450933 -3.576443  -0.27
F: 4.182729 -2.656362 -1.743271  -0.24
C: -0.985332 -2.860761 -6.285051  -0.66
F: -0.947188 -1.770578 -5.510137  0.11
F: -1.805227 -2.561265 -7.264250  0.18
F: 0.191395 -3.258693 -6.778364  0.16
S: -1.744416 -4.212858 -5.168324  0.73
O: -3.134308 -3.816879 -4.843202  -0.31
O: -1.634649 -5.428697 -5.985535  -0.28
N: -0.656117 -4.246900 -3.825599  -0.32
S: -1.068411 -5.456871 -3.066231  0.53
O: -2.493127 -5.761689 -2.879628  -0.31
O: -0.296201 -6.640139 -3.511016  -0.30
C: -0.395055 -5.066347 -1.249300  -0.54
F: -0.395828 -6.249597 -0.506466  0.07
F: 0.910617 -4.637243 -1.298663  0.06
F: -1.043260 -4.139787 -0.573454  0.12
C: -1.414550 1.769029 -3.004617  -0.63
F: -2.515972 2.297381 -3.514852  0.15
F: -0.613753 1.438013 -3.990178  0.15
F: -0.807030 2.710933 -2.278856  0.14
S: -1.810313 0.079279 -2.001876  0.74
O: -2.479006 0.584197 -0.826152  -0.33
O: -2.598613 -0.841706 -2.870275  -0.31
N: -0.202193 -0.616907 -1.659041  -0.31
S: -0.010815 -0.297672 -0.144650  0.59
O: 0.299927 1.098940 0.093340  -0.32
O: -1.023688 -0.954929 0.745404  -0.34
C: 1.647731 -1.246352 0.211627  -0.68
F: 1.900028 -1.108226 1.455787  0.19
F: 1.517807 -2.524961 -0.166902  0.11
F: 2.634232 -0.664440 -0.478010  0.12

Atoms 1-6, force components in eV/Å:
-0.45 -0.30 -0.11
-0.94 0.03 -1.76
1.13 -0.43 -0.20
0.11 0.98 1.17
-0.03 -2.45 -1.13
0.34 0.03 -2.10